[1]
ORCA calculation (ωB97M-V with the def2-TZVPD basis set) on a cluster of 5 separate species, C19H26BN2O13 in total at a distorted geometry.

Structure (XYZ):
```
61
C19H26BN2O13, DFT ωB97M-V with the def2-TZVPD basis set
O -1.43365 -4.37564 3.08707
O -2.91271 -2.71719 3.32867
O 2.92401 1.14135 5.19502
O 2.81115 0.96322 2.97241
O 2.24404 1.71646 -4.60482
O -0.15660 1.35720 0.75922
O -1.08796 3.39614 0.63639
O 1.46928 -0.30399 4.24790
O -2.01840 1.79087 1.93724
O -1.75496 -2.91403 1.40644
O -0.74958 -7.65871 -2.57656
O -1.71306 -5.64317 -2.28443
O 0.51513 -5.81790 -2.27499
N 2.32113 1.60954 -2.14111
N 2.50236 3.86105 -3.38009
C -2.36154 2.61103 -3.40678
C -0.61524 3.31400 -4.85674
C -0.65812 -6.48640 -2.39673
C -3.10319 -3.58661 4.44643
C 2.32244 0.52113 4.15040
C 1.38054 4.54855 -4.02533
C -0.52226 3.82019 -2.52997
C -2.00917 -3.29863 2.50192
C -1.81930 2.66678 -4.66353
C -1.78985 0.38050 2.02709
C -0.35163 0.24591 1.63487
C -1.81800 -4.38162 4.46353
C -1.72240 3.17608 -2.33285
C 0.22641 -4.41416 -2.30089
C -1.08758 2.29072 1.06894
C 3.63481 2.10155 3.23358
C 0.03924 3.87338 -3.78123
C 4.03263 1.88440 4.67575
C -1.21194 -4.37340 -1.84714
B 2.37199 2.47111 -3.39298
H 4.48474 2.12798 2.55680
H 3.27748 1.46421 -1.83260
H -1.95361 -5.39907 4.82252
H -1.03418 -3.89869 5.05009
H 1.79410 2.08587 -1.42168
H -2.33671 2.20487 -5.50024
H -2.46141 -0.13088 1.33490
H 0.89393 -3.86724 -1.64009
H -3.97990 -4.21076 4.26220
H -1.98144 0.02251 3.03685
H -3.26045 -3.01545 5.35825
H -0.14494 -0.69197 1.12476
H 0.05056 4.27549 -1.72793
H 0.32650 0.34461 2.48141
H -1.77205 -3.55914 -2.30012
H 0.35690 -4.04541 -3.31967
H -0.17074 3.38782 -5.84260
H 4.16483 2.81439 5.22327
H -3.30040 2.07674 -3.27225
H 1.28304 5.59539 -3.68461
H -1.30897 -4.30993 -0.76236
H 3.04154 3.00612 3.09145
H 4.93740 1.28132 4.77506
H 1.71494 0.95012 -4.34740
H -2.10967 3.12933 -1.32560
H 1.59050 4.59203 -5.11710
```

Values from the calculation:
**LUMO level**: 1.686 eV
**2S+1**: 1
**Total charge**: -1
**M**: 501.23 g mol⁻¹
**Gap between HOMO and LUMO**: 3.78 eV

---

[2]
ORCA calculation (ωB97M-V with the def2-TZVPD basis set) on the ion C6H6O9P with charge -3 at a distorted geometry.

Structure (XYZ):
```
22
C6H6O9P, DFT ωB97M-V with the def2-TZVPD basis set
P -3.65725 -0.36830 -0.81860
O 1.56932 1.94013 -0.74287
O 3.29612 -0.35360 1.59913
O 0.84755 -1.14009 1.09138
O -4.83210 -1.12701 -1.37035
O -4.22936 0.48980 0.22768
O -0.46502 -3.07186 1.13843
O -3.03738 0.51961 -1.85882
O -0.78313 1.12372 -1.18248
O -2.56270 -1.48761 -0.30238
C -0.47914 0.09463 -0.31723
C 3.15477 0.51954 0.44256
C -0.29588 -1.88096 0.80804
C 0.69055 0.05907 0.41230
C -1.24279 -1.12412 -0.05366
C 1.74969 1.15751 0.42639
H 1.69298 1.77332 1.34071
H 3.31095 -0.06517 -0.46826
H -1.73005 0.85333 -1.51212
H 3.91341 1.31283 0.47269
H 2.45495 -0.88288 1.65913
H 0.63453 1.65811 -0.99168
```

Values from the calculation:
**LUMO level**: 7.534 eV
**2S+1**: 1
**Total charge**: -3
**M**: 253.08 g mol⁻¹
**Gap between HOMO and LUMO**: 3.52 eV

---

[3]
ORCA calculation (ωB97M-V with the def2-TZVPD basis set) on an isolated molecule of C2H4P2S at a distorted geometry.

Structure (XYZ):
```
9
C2H4P2S, DFT ωB97M-V with the def2-TZVPD basis set
S -1.20069 -1.71020 1.98417
P -0.69825 -1.91880 0.12035
P 1.31193 -0.30798 -1.72254
C 0.11954 -0.08932 -0.50120
C -0.14198 1.15737 0.23752
H -1.22471 1.23144 0.36424
H 0.16699 1.23739 1.24673
H 1.10932 -1.67420 -1.74507
H 0.55785 2.07430 0.01580
```

Values from the calculation:
**LUMO level**: -1.604 eV
**2S+1**: 1
**Total charge**: 0
**M**: 122.07 g mol⁻¹
**Energy above the lowest of the compared OMol25 structures with the same formula, charge and spin**: 47.7 kcal/mol
**Gap between HOMO and LUMO**: 7.15 eV

---

[4]
ORCA calculation (ωB97M-V with the def2-TZVPD basis set) on a structure of composition C33H26AsF3IN2O2SSn.

Structure (XYZ):
```
70
C33H26AsF3IN2O2SSn, DFT ωB97M-V with the def2-TZVPD basis set
I 1.30683 -1.40832 4.88387
Sn 0.74863 -0.48775 2.37177
As -0.97932 1.66648 0.10048
S 0.00260 1.97131 3.34149
F 0.25082 -2.62051 -2.19916
F -1.27327 -1.50197 -1.10981
F 0.80691 -0.92472 -0.97366
O 2.27533 -1.89627 1.60632
O 2.17425 -5.12834 -2.84093
N 0.06844 -2.89100 0.07666
N 5.07629 -2.68173 -0.47516
C -0.02350 -1.99888 -1.01044
C -2.39293 2.60813 -2.37534
C 2.93464 -2.42577 0.61478
C 2.88345 -5.50666 -1.65351
C 1.05678 -3.90645 0.04526
C -0.96563 -1.89277 2.08275
C 1.19098 3.61155 -0.13965
C 2.74703 3.75647 -1.97306
C -4.59213 1.83082 -2.98997
C -3.47974 2.62204 -3.24549
C -1.52250 3.13393 1.25539
C 0.49546 2.59547 -0.78743
C -0.97058 -2.86742 1.08011
C 0.95038 2.15655 -2.03292
C 4.25863 -1.98752 0.29244
C 4.71870 -0.68857 0.88825
C -4.61318 1.01763 -1.86388
C -1.38186 4.28056 3.36823
C -1.95868 -3.84419 1.01671
C -2.98590 -3.85063 1.95005
C -3.52174 0.99369 -1.00526
C 4.63410 -3.84965 -1.00354
C -2.36714 4.14979 0.79781
C -2.40216 1.79309 -1.24382
C 2.06025 2.73983 -2.62838
C -2.21643 5.27952 2.89876
C 2.31237 4.18628 -0.72776
C -2.01988 -1.91024 2.99384
C -3.01746 -2.87422 2.93834
C -1.03254 3.17812 2.56837
C 3.35495 -4.31802 -0.86792
C -2.72480 5.21575 1.60718
C 2.42394 -3.55770 -0.10884
H -3.81068 -2.87448 3.67716
H -5.47679 0.39723 -1.65676
H -3.45471 3.25824 -4.12307
H -0.98654 4.32367 4.37622
H -3.38557 5.98707 1.22985
H 2.85124 4.96867 -0.20495
H 5.35871 -4.40804 -1.59301
H 3.99172 0.10229 0.68176
H 4.78576 -0.77227 1.97642
H 5.68913 -0.41566 0.47932
H -1.92675 -4.57512 0.21714
H -3.53207 0.34259 -0.13802
H -3.76230 -4.60538 1.89310
H 3.62350 4.20112 -2.42971
H 0.43770 1.34760 -2.53755
H 0.85518 3.95893 0.82944
H 1.61983 -4.37050 -2.62019
H -1.54318 3.24598 -2.57779
H 2.39591 2.39110 -3.59771
H 2.24953 -6.15062 -1.03803
H -2.47056 6.11183 3.54642
H 3.73820 -6.09679 -1.98196
H -5.43816 1.84606 -3.66699
H 0.69557 -4.92281 0.15968
H -2.04340 -1.16840 3.78866
H -2.75164 4.10993 -0.21239
```

Values from the calculation:
**LUMO level (spin up / spin down)**: 2.118 / 1.198 eV
**2S+1**: 1
**Total charge**: -1
**M**: 892.18 g mol⁻¹
**Energy above the lowest of the compared OMol25 structures with the same formula, charge and spin**: 26.5 kcal/mol
**Gap between HOMO and LUMO (spin up / spin down)**: 6.52 / 5.68 eV

---

[5]
ORCA calculation (ωB97M-V with the def2-TZVPD basis set) on a cluster of 2 separate species, C6H8NO in total at a distorted geometry.

Structure (XYZ):
```
16
C6H8NO, DFT ωB97M-V with the def2-TZVPD basis set
O -0.42427 -0.37525 -3.25653
N -0.95955 -0.55728 -2.08437
C -1.57052 0.52607 1.34218
C 2.24395 0.08308 -2.90942
C 3.38428 0.30667 -2.61186
C -0.61732 0.05305 -0.98298
C -1.33456 -0.45129 0.22329
C -0.63847 -0.64332 1.60832
H -1.97155 -1.28249 -0.05990
H 0.30719 -0.38505 1.75633
H -2.45717 0.83681 1.87520
H 4.50076 0.36579 -2.39140
H 1.18480 -0.10996 -3.02335
H -0.94428 -1.37642 2.23547
H 0.30499 0.56737 -0.78552
H -0.81407 1.37483 1.35352
```

Values from the calculation:
**LUMO level**: 3.896 eV
**2S+1**: 1
**Total charge**: -1
**M**: 110.14 g mol⁻¹
**Energy above the lowest of the compared OMol25 structures with the same formula, charge and spin**: 54.8 kcal/mol
**Gap between HOMO and LUMO**: 6.56 eV

---

[6]
ORCA calculation (ωB97M-V with the def2-TZVPD basis set) on an isolated molecule of CH2N2S4 at a distorted geometry.

Structure (XYZ):
```
9
CH2N2S4, DFT ωB97M-V with the def2-TZVPD basis set
S 2.22077 0.04244 -0.14845
S 0.66096 0.78846 0.85994
S -0.26593 -3.07901 -0.12750
S -0.10328 -2.06526 1.70963
N -0.79245 -1.93076 -1.08604
N -0.99713 -0.80349 -0.74590
C -0.58113 -0.53115 0.96994
H 1.73106 0.05354 -1.36365
H -1.40720 0.01037 1.51677
```

Values from the calculation:
**LUMO level**: 0.274 eV
**2S+1**: 1
**Total charge**: 0
**M**: 170.31 g mol⁻¹
**Energy above the lowest of the compared OMol25 structures with the same formula, charge and spin**: 11.6 kcal/mol
**Gap between HOMO and LUMO**: 9.09 eV

---

[7]
ORCA calculation (ωB97M-V with the def2-TZVPD basis set) on a cluster of 2 separate species, C2H7NO3 in total at a distorted geometry.

Structure (XYZ):
```
13
C2H7NO3, DFT ωB97M-V with the def2-TZVPD basis set
O 0.16689 0.85146 0.35608
O -0.97976 -1.26127 0.56531
O -2.83346 -3.79416 0.81094
N 0.95881 2.86773 -0.42317
C 1.23655 1.43724 -0.30486
C -0.00838 -0.54957 0.10894
H 2.12453 1.24558 0.32777
H -2.33796 -2.94536 0.76326
H 0.20311 2.91469 -1.11555
H 0.78229 -0.87854 -0.59411
H 1.70494 3.47809 -0.77450
H -2.41145 -4.28647 1.55107
H 1.39390 0.92058 -1.27117
```

Values from the calculation:
**LUMO level**: 0.475 eV
**2S+1**: 1
**Total charge**: 0
**M**: 93.08 g mol⁻¹
**Energy above the lowest of the compared OMol25 structures with the same formula, charge and spin**: 45.6 kcal/mol
**Gap between HOMO and LUMO**: 10.84 eV